51
Properties=species:S:1:pos:R:3 method="wB97M-V/def2-TZVPD" lumo_energy_ev=-0.3825 gap_ev=1.89 mol_weight_g_mol=574.04 charge=-1
C 2.39472 -0.03338 1.37719
B 1.43581 0.08761 0.02571
O 0.52054 -1.03455 -0.38766
C 1.43415 1.40313 -0.98156
N 2.46705 1.51817 -2.08261
P 3.81114 0.45780 -2.58932
O 4.61230 -0.30373 -1.24141
I 2.79268 -1.41036 -3.89450
C 2.17630 2.81093 -2.81394
C 0.87232 3.47934 -2.07275
P 0.16360 5.16547 -2.65380
N 1.33380 6.32461 -2.58712
N 0.44310 2.54522 -0.94654
C -0.73177 2.85919 -0.04738
C -1.82739 1.65079 0.11712
C -2.42689 1.39956 1.65835
C -3.49539 0.17789 1.93028
C -3.98703 -0.81649 0.69421
C -3.41952 -0.52730 -0.83952
C -2.33995 0.70669 -1.12150
C -1.81973 0.93166 -2.66313
H 1.71988 -0.15947 2.32852
H 3.10031 0.89943 1.40875
H 3.05337 -0.99502 1.26444
H 1.13731 -1.72612 -0.81677
H 5.58563 -0.50241 -1.44592
H 2.81231 3.19499 -3.71904
H -0.94718 5.63686 -1.82583
H -0.24533 5.14007 -4.06487
H 2.19063 5.85759 -2.21758
H -1.31261 3.76254 -0.56873
H -0.44042 3.23525 1.02169
H -2.09952 2.08177 2.56976
H -3.95386 -0.04670 2.98924
H -4.72549 -1.70906 0.90257
H -3.72338 -1.18788 -1.77740
H -2.66851 0.70604 -3.46876
H -0.93828 0.19203 -2.91010
H -1.44888 2.03957 -2.83245
C -0.12309 -5.54748 3.74041
C -1.06988 -4.64417 4.04741
C -1.12829 -3.47280 3.07158
O -1.96650 -2.56695 3.11982
C -0.10890 -3.40580 1.99146
C 0.84686 -4.30315 1.69229
C 0.83572 -5.52727 2.60399
O 1.57576 -6.50608 2.46483
O 1.71699 -4.24518 0.76968
O -1.88781 -4.66445 5.01784
H -0.01205 -6.42240 4.37121
H -0.18464 -2.50598 1.39189


52
Properties=species:S:1:pos:R:3 method="wB97M-V/def2-TZVPD" lumo_energy_ev=-4.5093 gap_ev=5.47 mol_weight_g_mol=703.46 charge=+1
Pt 0.26210 0.02360 0.48770
C -0.83170 3.97890 1.53580
C -0.66490 2.49510 1.43250
N 0.34630 1.94900 0.73500
N 1.08780 2.65560 -0.15280
C 1.92110 2.04020 -0.99420
N 2.71800 2.77300 -1.80390
S 2.08700 0.33820 -0.98010
C -1.52500 1.55730 2.04700
C -2.64920 1.88810 2.83920
C -3.41260 0.89960 3.39940
C -3.07390 -0.44340 3.17650
C -1.99100 -0.71990 2.37330
N -1.23920 0.22760 1.82240
H 0.12210 4.49820 1.43210
H -1.24210 4.25560 2.50320
H -1.51720 4.34170 0.76820
H 0.91090 3.65280 -0.24360
H 2.50060 3.73570 -2.00510
H 3.26800 2.27100 -2.48100
H -2.91380 2.92200 2.97900
H -4.27210 1.14350 4.00350
H -3.64630 -1.24350 3.61420
H -1.70970 -1.74220 2.15700
Br -4.61850 -0.86090 -6.30940
C -3.17610 -0.80310 -5.08820
C -1.97130 -1.43580 -5.38450
N -0.95410 -1.41240 -4.55160
C -1.03310 -0.77620 -3.40270
C -2.19870 -0.11640 -3.03830
C -3.29090 -0.11990 -3.88150
C -2.23600 0.62580 -1.65070
O -3.33440 0.75010 -1.16230
O -1.10140 0.99660 -1.32200
H -1.82630 -1.95850 -6.32050
H -0.16520 -0.78760 -2.75690
H -4.20130 0.39050 -3.60410
C 1.53420 -5.36060 0.24000
N 0.77610 -4.14800 0.07930
C -0.49930 -4.10880 -0.59670
C -0.88060 -2.63250 -0.46780
O -1.86900 -2.09130 -0.88060
N 0.14590 -2.01670 0.21390
C 1.10440 -2.91630 0.46990
N 2.22760 -2.57530 1.09980
H 0.83820 -6.19060 0.35560
H 2.15810 -5.30370 1.13030
H 2.16370 -5.55180 -0.63220
H -1.24520 -4.75040 -0.11870
H -0.41600 -4.40650 -1.64720
H 2.35180 -1.58910 1.29520
H 3.03040 -3.18100 1.12320


52
Properties=species:S:1:pos:R:3 method="wB97M-V/def2-TZVPD" relative_energy_ev=0.6449 lumo_energy_ev="2.6236 / 2.6176" multiplicity=6 gap_ev="7.75 / 7.92" mol_weight_g_mol=565.75 charge=-1
Mn 0.57468 1.61923 -0.54155
N -0.04681 3.16816 1.47665
C -1.39088 2.77252 1.87924
C -1.72647 1.38251 1.33271
O -2.42451 0.62407 2.00005
O -1.27998 1.15086 0.16039
H 0.67552 2.79257 2.08319
H 0.07741 4.17206 1.48421
H -2.10849 3.45938 1.42312
H -1.56744 2.77372 2.95794
Cl 0.38409 6.11814 -6.53270
C 0.41873 4.84101 -5.34211
C 0.29371 5.15014 -4.00143
C 0.32244 4.12399 -3.07696
Cl 0.16410 4.50464 -1.38449
C 0.47359 2.75996 -3.40928
O 0.49323 1.80709 -2.55374
C 0.60064 2.52683 -4.80184
Cl 0.80412 0.88096 -5.32396
C 0.57408 3.52676 -5.75185
H 0.17582 6.17221 -3.67343
H 0.67554 3.27940 -6.79826
S 3.59832 2.73533 1.71922
C -2.88257 -3.94777 2.68654
C -1.43658 -4.39230 2.84582
N -0.51756 -3.55235 2.08232
C 0.37396 -2.67663 2.83816
C -0.35538 -1.59454 3.61678
C -0.41808 -3.80076 0.75431
O -0.99577 -4.73498 0.21606
C 0.40042 -2.85245 -0.06786
C 1.35409 -3.34809 -0.94342
C 2.08339 -2.46215 -1.71558
C 1.82329 -1.10668 -1.59255
N 0.87479 -0.63043 -0.78598
C 0.16901 -1.48540 -0.04220
H -3.54415 -4.57623 3.28559
H -3.18539 -4.02902 1.64375
H -3.00671 -2.91022 2.99681
H -1.31861 -5.42596 2.51473
H -1.13013 -4.33865 3.89213
H 1.08360 -2.22623 2.14663
H 0.96214 -3.30454 3.51937
H -0.95956 -0.96677 2.96194
H 0.37215 -0.96521 4.13289
H -1.01556 -2.02446 4.37232
H 1.50831 -4.41726 -1.01104
H 2.84206 -2.80677 -2.40364
H 2.37182 -0.36325 -2.15807
H -0.61551 -1.04820 0.56605
O 2.85098 1.71308 -0.44207
N 2.55010 1.93267 0.76504


46
Properties=species:S:1:pos:R:3 method="wB97M-V/def2-TZVPD" relative_energy_ev=0.0000 lumo_energy_ev=-0.1300 gap_ev=8.56 mol_weight_g_mol=378.83
C -8.52198 -0.16051 0.49120
O -7.59039 0.78652 1.01475
C -6.35249 0.33032 1.25450
C -5.41797 1.28190 1.78133
C -4.16242 0.89034 2.05240
C -3.77674 -0.48478 1.79290
N -2.61424 -1.06625 1.92045
C -1.58287 -0.42325 2.57416
O -1.69896 0.50604 3.35848
C -0.22453 -1.00700 2.24770
C 0.11178 -0.81746 0.78067
C 0.32940 0.61785 0.26363
N 1.45906 0.12575 -0.54514
C 2.61699 0.98339 -0.62089
C 3.69515 0.42462 -1.51717
C 3.44273 -0.64933 -2.36194
C 4.43223 -1.16295 -3.18314
C 5.68287 -0.58616 -3.15224
F 6.64164 -1.09911 -3.95598
C 6.00628 0.49303 -2.34420
C 7.37858 1.09870 -2.34932
C 4.97499 0.97151 -1.53845
Cl 5.31695 2.34571 -0.51993
C 1.55554 -1.07278 0.31254
N -4.77698 -1.25377 1.29668
N -6.04659 -0.89621 1.01364
H -9.45234 0.38421 0.36758
H -8.17596 -0.54943 -0.46615
H -8.65381 -0.99131 1.18392
H -5.75414 2.29631 1.94668
H -3.41935 1.55327 2.46301
H 0.51363 -0.51362 2.88019
H -0.23928 -2.07349 2.48667
H -0.60417 -1.34962 0.15587
H -0.46893 1.10014 -0.30271
H 0.65289 1.28446 1.07645
H 2.29913 1.95886 -1.00333
H 3.04004 1.16838 0.37998
H 2.44732 -1.07085 -2.37356
H 4.24781 -1.99852 -3.84401
H 7.81481 1.07028 -1.35028
H 8.03276 0.56491 -3.03254
H 7.33512 2.14587 -2.65121
H 2.27607 -0.93545 1.13256
H 1.77930 -2.00614 -0.20600
H -4.54890 -2.21439 1.09024


46
Properties=species:S:1:pos:R:3 method="wB97M-V/def2-TZVPD" relative_energy_ev=0.1621 lumo_energy_ev=0.0455 gap_ev=8.59 mol_weight_g_mol=378.83
C 4.91727 -5.37597 -0.32342
O 3.73052 -5.12884 0.42952
C 3.59967 -3.89084 0.93503
C 2.40347 -3.65299 1.70187
C 2.20423 -2.43952 2.22998
C 3.18617 -1.38469 2.01346
N 3.12756 -0.16704 2.41880
C 2.04564 0.28271 3.16568
O 1.82914 -0.05729 4.30882
C 1.22090 1.36202 2.48733
C 0.89657 1.05999 1.03922
C -0.02350 -0.13770 0.72388
N -0.68797 0.67985 -0.30229
C -2.11998 0.53717 -0.42454
C -2.69178 1.46586 -1.46914
C -1.88754 1.95943 -2.49048
C -2.39534 2.80737 -3.45907
C -3.72655 3.15769 -3.39585
F -4.21122 3.99002 -4.34409
C -4.59135 2.69940 -2.41481
C -6.03674 3.10014 -2.39046
C -4.03035 1.84650 -1.46451
Cl -5.09084 1.21308 -0.23244
C -0.17962 1.90915 0.33626
N 4.27216 -1.78162 1.28533
N 4.49875 -2.99908 0.73507
H 4.84939 -6.41061 -0.64381
H 4.97004 -4.71031 -1.18483
H 5.80174 -5.22297 0.29474
H 1.70418 -4.46660 1.83657
H 1.33775 -2.21074 2.83371
H 0.31374 1.49840 3.07721
H 1.79939 2.28929 2.55031
H 1.80523 1.01166 0.44125
H 0.42253 -1.06530 0.35944
H -0.68496 -0.36242 1.57554
H -2.33644 -0.50037 -0.70157
H -2.62297 0.71570 0.53798
H -0.84745 1.66359 -2.50860
H -1.77793 3.19760 -4.25610
H -6.28286 3.59494 -1.45037
H -6.26313 3.77507 -3.21072
H -6.68033 2.22330 -2.46988
H -0.89657 2.32757 1.05836
H 0.13825 2.69638 -0.34833
H 4.99115 -1.09897 1.10993


no.,strongest force on any atom (eV/A),energy (hartree)
1,6.0,-2318.287361
2,4.0,-4453.055828
3,0.4,-4223.068338
4,0.1,-1627.431450
5,0.4,-1627.425494